Version P
# C2H8NO2

A 2-piece molecular cluster, C2H8NO2 overall (the ωB97M-V functional and the def2-TZVPD basis, OMol25).

Its LUMO energy is 0.158 Eh. As for the charge: -1. Its HOMO energy is -3.00 eV. The value obtained for the frontier orbital gap is 7.30 eV. Its multiplicity is 1.

Each atom is followed by the atoms it is bonded to, with distances in Å.
Positions of all 13 atoms, in Å:
1 C 1.33 -1.83 -1.07  O2 1.368, H3 1.108, H4 1.102, H5 1.108
2 O 1.31 -0.47 -1.26  C1 1.368, H13 1.022
3 H 0.37 -2.30 -0.77  C1 1.108
4 H 1.68 -2.37 -1.97  C1 1.102
5 H 1.98 -2.25 -0.28  C1 1.108
6 N -1.79 1.70 1.38  C7 1.485, H9 1.019, H10 1.021
7 C -0.96 0.96 0.39  N6 1.485, O8 1.358, H11 1.121, H12 1.087
8 O 0.38 0.98 0.62  C7 1.358
9 H -1.31 1.55 2.27  N6 1.019
10 H -1.64 2.69 1.19  N6 1.021
11 H -1.38 -0.08 0.46  C7 1.121
12 H -1.22 1.37 -0.58  C7 1.087
13 H 1.27 0.05 -0.39  O2 1.022

Version Q
# C2H8NO2

A 2-piece molecular cluster, C2H8NO2 overall (the ωB97M-V functional and the def2-TZVPD basis, OMol25).

Its LUMO energy is 0.164 Eh. As for the charge: -1. Its HOMO energy is -3.33 eV. The value obtained for the frontier orbital gap is 7.80 eV. Its multiplicity is 1.

Each atom is followed by the atoms it is bonded to, with distances in Å.
Positions of all 13 atoms, in Å:
1 C 0.16 -0.70 0.65  O2 1.310, C3 1.482, H5 1.155, H6 1.169
2 O 0.55 -1.22 -0.49  C1 1.310
3 C 0.24 0.78 0.60  C1 1.482, N4 1.498, H7 1.086, H8 1.059
4 N -0.20 1.26 1.95  C3 1.498, H9 1.048, H10 1.040
5 H 0.71 -1.27 1.49  C1 1.155
6 H -0.98 -0.95 0.75  C1 1.169
7 H -0.31 1.17 -0.24  C3 1.086
8 H 1.17 1.21 0.31  C3 1.059
9 H -0.82 0.46 2.23  N4 1.048
10 H -0.87 2.05 1.78  N4 1.040
11 H 0.11 -0.59 -1.61  O13 1.101
12 H -1.25 -0.34 -2.00  O13 1.002
13 O -0.39 -0.16 -2.49  H11 1.101, H12 1.002

Relative energy of each structure, in kcal/mol: version P 0.0; version Q 7.6.

Version P
# C24H48O24

A 8-piece molecular cluster, C24H48O24 overall (the ωB97M-V functional and the def2-TZVPD basis, OMol25).

Its LUMO energy is 0.018 Eh. As for the charge: 0. Its HOMO energy is -10.55 eV. The value obtained for the frontier orbital gap is 11.03 eV. Its multiplicity is 1.

Each atom is followed by the atoms it is bonded to, with distances in Å.
Positions of all 96 atoms, in Å:
1 C 0.51 -5.74 -1.51  O2 1.428, H7 1.086, H8 1.088, H9 1.091
2 O 1.42 -4.98 -2.31  C1 1.428, C3 1.346
3 C 0.94 -3.84 -2.83  O2 1.346, O4 1.187, O5 1.327
4 O -0.19 -3.54 -3.01  C3 1.187
5 O 2.01 -3.13 -3.15  C3 1.327, C6 1.418
6 C 1.77 -1.87 -3.76  O5 1.418, H10 1.090, H11 1.090, H12 1.088
7 H -0.04 -6.43 -2.14  C1 1.086
8 H -0.08 -5.11 -0.85  C1 1.088
9 H 1.15 -6.32 -0.84  C1 1.091
10 H 2.70 -1.31 -3.68  C6 1.090
11 H 1.04 -1.27 -3.22  C6 1.090
12 H 1.50 -1.95 -4.81  C6 1.088
13 C 1.57 0.20 -0.67  O14 1.427, H19 1.093, H20 1.093, H21 1.082
14 O 0.45 -0.68 -0.63  C13 1.427, C15 1.323
15 C 0.31 -1.48 0.42  O14 1.323, O16 1.198, O17 1.328
16 O 1.01 -1.51 1.39  C15 1.198
17 O -0.74 -2.25 0.14  C15 1.328, C18 1.405
18 C -1.15 -3.27 1.02  O17 1.405, H22 1.091, H23 1.086, H24 1.098
19 H 2.44 -0.23 -0.17  C13 1.093
20 H 1.29 1.01 0.00  C13 1.093
21 H 1.94 0.56 -1.62  C13 1.082
22 H -0.37 -4.01 1.23  C18 1.091
23 H -2.07 -3.69 0.64  C18 1.086
24 H -1.41 -2.94 2.03  C18 1.098
25 C 3.91 4.94 3.51  O26 1.409, H31 1.089, H32 1.093, H33 1.090
26 O 3.95 3.56 3.74  C25 1.409, C27 1.345
27 C 2.87 2.86 3.34  O26 1.345, O28 1.202, O29 1.302
28 O 1.89 3.38 2.86  C27 1.202
29 O 3.07 1.61 3.62  C27 1.302, C30 1.416
30 C 2.08 0.70 3.20  O29 1.416, H34 1.088, H35 1.088, H36 1.090
31 H 4.74 5.54 3.88  C25 1.089
32 H 3.03 5.39 4.00  C25 1.093
33 H 3.84 5.18 2.45  C25 1.090
34 H 2.37 -0.31 3.50  C30 1.088
35 H 2.03 0.66 2.11  C30 1.088
36 H 1.07 0.84 3.59  C30 1.090
37 C 2.12 4.65 -0.12  O38 1.422, H43 1.097, H44 1.084, H45 1.089
38 O 3.52 4.56 0.12  C37 1.422, C39 1.320
39 C 4.05 3.38 0.34  O38 1.320, O40 1.202, O41 1.314
40 O 3.56 2.29 0.14  C39 1.202
41 O 5.29 3.57 0.73  C39 1.314, C42 1.408
42 C 6.11 2.48 1.09  O41 1.408, H46 1.085, H47 1.095, H48 1.090
43 H 1.93 4.29 -1.14  C37 1.097
44 H 1.81 5.68 -0.08  C37 1.084
45 H 1.58 3.99 0.56  C37 1.089
46 H 7.03 2.84 1.54  C42 1.085
47 H 6.38 1.93 0.18  C42 1.095
48 H 5.62 1.76 1.74  C42 1.090
49 C -0.65 0.45 -6.15  O50 1.418, H55 1.088, H56 1.090, H57 1.091
50 O 0.39 0.43 -5.19  C49 1.418, C51 1.328
51 C 0.91 1.60 -4.82  O50 1.328, O52 1.209, O53 1.317
52 O 0.55 2.68 -5.22  C51 1.209
53 O 1.95 1.37 -4.04  C51 1.317, C54 1.437
54 C 2.67 2.46 -3.44  O53 1.437, H58 1.088, H59 1.085, H60 1.090
55 H -1.40 1.23 -6.04  C49 1.088
56 H -1.18 -0.50 -6.04  C49 1.090
57 H -0.20 0.50 -7.15  C49 1.091
58 H 3.70 2.19 -3.65  C54 1.088
59 H 2.33 2.55 -2.42  C54 1.085
60 H 2.54 3.40 -3.98  C54 1.090
61 C -7.40 -0.71 -3.41  O62 1.425, H67 1.091, H68 1.087, H69 1.087
62 O -6.03 -1.06 -3.58  C61 1.425, C63 1.327
63 C -5.46 -1.64 -2.54  O62 1.327, O64 1.197, O65 1.338
64 O -5.99 -2.14 -1.59  C63 1.197
65 O -4.14 -1.67 -2.80  C63 1.338, C66 1.419
66 C -3.28 -2.27 -1.85  O65 1.419, H70 1.095, H71 1.087, H72 1.090
67 H -7.47 0.00 -2.58  C61 1.091
68 H -8.04 -1.57 -3.26  C61 1.087
69 H -7.70 -0.17 -4.30  C61 1.087
70 H -3.76 -3.21 -1.56  C66 1.095
71 H -3.05 -1.57 -1.04  C66 1.087
72 H -2.34 -2.60 -2.28  C66 1.090
73 C -6.48 1.41 -0.16  O74 1.426, H79 1.085, H80 1.090, H81 1.094
74 O -5.29 0.94 -0.80  C73 1.426, C75 1.317
75 C -4.17 1.60 -0.63  O74 1.317, O76 1.200, O77 1.339
76 O -4.00 2.62 -0.01  C75 1.200
77 O -3.21 0.91 -1.26  C75 1.339, C78 1.422
78 C -1.92 1.50 -1.38  O77 1.422, H82 1.089, H83 1.087, H84 1.091
79 H -6.32 1.82 0.83  C73 1.085
80 H -7.13 0.53 -0.16  C73 1.090
81 H -6.95 2.10 -0.86  C73 1.094
82 H -1.97 2.41 -1.97  C78 1.089
83 H -1.32 0.73 -1.86  C78 1.087
84 H -1.48 1.69 -0.40  C78 1.091
85 C 0.58 -2.39 8.73  O86 1.430, H91 1.091, H92 1.084, H93 1.089
86 O 0.51 -2.40 7.30  C85 1.430, C87 1.328
87 C -0.26 -3.30 6.71  O86 1.328, O88 1.198, O89 1.328
88 O -0.93 -4.12 7.28  C87 1.198
89 O -0.15 -3.25 5.39  C87 1.328, C90 1.414
90 C 0.35 -2.11 4.73  O89 1.414, H94 1.086, H95 1.093, H96 1.095
91 H -0.42 -2.33 9.16  C85 1.091
92 H 1.15 -1.50 8.97  C85 1.084
93 H 1.02 -3.33 9.07  C85 1.089
94 H 0.23 -2.13 3.65  C90 1.086
95 H 1.40 -2.02 5.00  C90 1.093
96 H -0.05 -1.12 5.00  C90 1.095

Version Q
# C24H48O24

A 8-piece molecular cluster, C24H48O24 overall (the ωB97M-V functional and the def2-TZVPD basis, OMol25).

Its LUMO energy is 0.016 Eh. As for the charge: 0. Its HOMO energy is -10.61 eV. The value obtained for the frontier orbital gap is 11.05 eV. Its multiplicity is 1.

Each atom is followed by the atoms it is bonded to, with distances in Å.
Positions of all 96 atoms, in Å:
1 C -1.30 -4.02 -3.70  O2 1.457, H7 1.089, H8 1.068, H9 1.085
2 O -0.42 -3.46 -4.72  C1 1.457, C3 1.306
3 C -0.41 -2.18 -5.00  O2 1.306, O4 1.220, O5 1.357
4 O -1.13 -1.40 -4.40  C3 1.220
5 O 0.58 -1.90 -5.88  C3 1.357, C6 1.436
6 C 0.92 -0.51 -5.98  O5 1.436, H10 1.052, H11 1.100, H12 1.116
7 H -1.03 -5.08 -3.75  C1 1.089
8 H -2.29 -3.84 -4.06  C1 1.068
9 H -1.02 -3.55 -2.76  C1 1.085
10 H 1.04 -0.12 -5.01  C6 1.052
11 H 0.14 0.13 -6.42  C6 1.100
12 H 1.84 -0.52 -6.63  C6 1.116
13 C 4.43 1.30 -2.12  O14 1.456, H19 1.080, H20 1.067, H21 1.058
14 O 4.56 -0.03 -2.68  C13 1.456, C15 1.370
15 C 3.90 -0.07 -3.88  O14 1.370, O16 1.183, O17 1.329
16 O 3.57 0.93 -4.41  C15 1.183
17 O 3.61 -1.30 -4.28  C15 1.329, C18 1.413
18 C 3.79 -2.50 -3.57  O17 1.413, H22 1.097, H23 1.075, H24 1.075
19 H 4.84 1.18 -1.12  C13 1.080
20 H 3.41 1.61 -2.18  C13 1.067
21 H 4.93 2.05 -2.68  C13 1.058
22 H 4.84 -2.73 -3.36  C18 1.097
23 H 3.31 -3.25 -4.17  C18 1.075
24 H 3.34 -2.32 -2.61  C18 1.075
25 C -2.68 2.70 1.37  O26 1.449, H31 1.088, H32 1.079, H33 1.114
26 O -2.47 1.48 2.13  C25 1.449, C27 1.335
27 C -2.91 0.38 1.53  O26 1.335, O28 1.206, O29 1.286
28 O -3.44 0.42 0.44  C27 1.206
29 O -2.74 -0.66 2.27  C27 1.286, C30 1.423
30 C -2.66 -1.92 1.62  O29 1.423, H34 1.093, H35 1.097, H36 1.095
31 H -3.76 2.88 1.33  C25 1.088
32 H -2.25 2.60 0.39  C25 1.079
33 H -2.05 3.45 1.89  C25 1.114
34 H -3.53 -2.08 0.99  C30 1.093
35 H -2.56 -2.69 2.40  C30 1.097
36 H -1.71 -1.95 1.08  C30 1.095
37 C -0.22 8.80 2.26  O38 1.456, H43 1.075, H44 1.090, H45 1.097
38 O -0.46 7.42 1.87  C37 1.456, C39 1.377
39 C 0.33 6.96 0.84  O38 1.377, O40 1.230, O41 1.300
40 O 1.27 7.58 0.34  C39 1.230
41 O -0.16 5.79 0.55  C39 1.300, C42 1.488
42 C 0.64 5.01 -0.44  O41 1.488, H46 1.059, H47 1.079, H48 1.080
43 H -1.13 9.31 1.98  C37 1.075
44 H 0.64 9.11 1.67  C37 1.090
45 H -0.01 8.82 3.33  C37 1.097
46 H 1.68 5.13 -0.29  C42 1.059
47 H 0.49 5.43 -1.42  C42 1.079
48 H 0.31 4.00 -0.27  C42 1.080
49 C 4.96 3.49 8.48  O50 1.477, H55 1.084, H56 1.108, H57 1.121
50 O 4.04 2.66 7.67  C49 1.477, C51 1.346
51 C 2.75 2.97 7.85  O50 1.346, O52 1.199, O53 1.313
52 O 2.32 3.68 8.71  C51 1.199
53 O 2.08 2.31 6.93  C51 1.313, C54 1.445
54 C 0.68 2.07 7.21  O53 1.445, H58 1.096, H59 1.101, H60 1.082
55 H 4.71 4.53 8.32  C49 1.084
56 H 5.96 3.31 8.03  C49 1.108
57 H 4.86 3.20 9.56  C49 1.121
58 H 0.66 1.20 7.88  C54 1.096
59 H 0.15 1.79 6.29  C54 1.101
60 H 0.21 2.93 7.68  C54 1.082
61 C 1.74 -2.61 0.21  O62 1.443, H67 1.128, H68 1.087, H69 1.104
62 O 1.50 -4.03 0.18  C61 1.443, C63 1.312
63 C 0.27 -4.39 -0.09  O62 1.312, O64 1.269, O65 1.313
64 O -0.61 -3.52 -0.37  C63 1.269
65 O 0.09 -5.69 -0.11  C63 1.313, C66 1.437
66 C -1.22 -6.13 -0.51  O65 1.437, H70 1.076, H71 1.069, H72 1.069
67 H 1.48 -2.20 -0.81  C61 1.128
68 H 2.82 -2.62 0.35  C61 1.087
69 H 1.15 -2.14 1.01  C61 1.104
70 H -1.13 -7.20 -0.44  C66 1.076
71 H -1.46 -5.85 -1.51  C66 1.069
72 H -1.92 -5.70 0.17  C66 1.069
73 C 1.38 1.63 2.32  O74 1.465, H79 1.078, H80 1.089, H81 1.102
74 O 0.95 0.43 1.59  C73 1.465, C75 1.316
75 C 0.30 0.66 0.47  O74 1.316, O76 1.222, O77 1.336
76 O 0.35 1.69 -0.18  C75 1.222
77 O -0.33 -0.44 0.04  C75 1.336, C78 1.483
78 C -0.80 -0.48 -1.37  O77 1.483, H82 1.061, H83 1.099, H84 1.105
79 H 0.50 2.14 2.68  C73 1.078
80 H 1.90 2.36 1.70  C73 1.089
81 H 2.00 1.28 3.16  C73 1.102
82 H -1.07 0.48 -1.73  C78 1.061
83 H -1.68 -1.14 -1.43  C78 1.099
84 H 0.04 -0.89 -1.95  C78 1.105
85 C -4.14 -2.00 -1.84  O86 1.440, H91 1.052, H92 1.071, H93 1.124
86 O -4.41 -3.20 -2.60  C85 1.440, C87 1.367
87 C -4.32 -4.36 -1.88  O86 1.367, O88 1.200, O89 1.369
88 O -4.12 -4.38 -0.69  C87 1.200
89 O -4.61 -5.49 -2.60  C87 1.369, C90 1.406
90 C -5.35 -5.37 -3.79  O89 1.406, H94 1.086, H95 1.085, H96 1.033
91 H -3.92 -1.26 -2.55  C85 1.052
92 H -3.36 -2.26 -1.15  C85 1.071
93 H -5.03 -1.75 -1.21  C85 1.124
94 H -5.18 -6.31 -4.31  C90 1.086
95 H -4.98 -4.55 -4.40  C90 1.085
96 H -6.32 -5.29 -3.46  C90 1.033

Relative energy of each structure, in kcal/mol: version P 0.0; version Q 16.9.